Version 1
Formula: H26O13
Source: the OMol25 dataset
Level of theory: ωB97M-V/def2-TZVPD

```
39
Properties=species:S:1:pos:R:3:nbo_charge:R:1
H 0.1914 0.1131 -0.0257 0.490
H -1.0581 0.6917 0.6177 0.452
H -0.7397 -0.8379 2.6757 0.489
H 0.7769 -0.9361 2.6958 0.492
H -0.7604 -2.2692 -0.0974 0.463
H -1.8167 -3.2404 0.4035 0.474
H 1.0437 -2.9180 -1.2220 0.458
H 2.3546 -2.9303 -1.9910 0.470
H -1.6593 1.4170 -1.3144 0.475
H -2.0330 0.0717 -1.9149 0.463
H -4.8934 0.9882 0.1803 0.470
H -5.3272 2.0730 1.1523 0.465
H 1.9064 3.1787 -2.2488 0.469
H 1.0424 2.5970 -3.3557 0.485
H 4.8483 -0.9751 -1.3624 0.473
H 4.5787 -0.0063 -0.2227 0.463
H 2.8156 1.9008 4.3209 0.470
H 2.9542 2.0581 2.8155 0.468
H -4.8236 -2.1539 -1.2181 0.469
H -3.6354 -3.0960 -1.1144 0.465
H -1.2037 4.3124 0.2429 0.469
H -0.1932 5.3133 -0.2929 0.464
H 1.5286 -2.6996 1.1505 0.448
H 0.1394 -2.2541 1.5768 0.490
H 2.1579 0.8086 -1.1721 0.497
H 2.0040 -0.2412 -0.0838 0.459
O -0.4709 0.8043 -0.1382 -0.965
O 0.0410 -0.6521 2.1419 -0.949
O -1.4763 -2.3495 0.5429 -0.929
O 1.5432 -3.4348 -1.8641 -0.929
O -1.4992 0.8566 -2.0821 -0.944
O -5.6201 1.2428 0.7600 -0.936
O 1.8846 2.4721 -2.9040 -0.953
O 4.8824 -0.9033 -0.4018 -0.934
O 2.4440 1.5914 3.4871 -0.938
O -3.9679 -2.2532 -0.7857 -0.934
O -0.2763 4.5663 0.3105 -0.933
O 0.7416 -3.0058 1.6150 -0.978
O 1.5753 0.0998 -0.8769 -0.933
```

Calculated values
- frontier orbital gap (eV) = 8.94
- total charge = 0



Version 2
Formula: H26O13
Source: the OMol25 dataset
Level of theory: ωB97M-V/def2-TZVPD

```
39
Properties=species:S:1:pos:R:3:nbo_charge:R:1
H -0.0153 0.7757 0.4353 0.467
H -1.4371 0.7465 -0.1010 0.456
H -0.9096 -2.6858 -2.8155 0.492
H -1.0472 -1.6014 -3.8715 0.458
H 3.3829 -1.9015 2.0209 0.472
H 2.4027 -1.7862 0.8650 0.463
H 3.9779 -0.4715 0.5060 0.446
H 3.0062 -0.7171 -0.6366 0.452
H -0.6810 -2.1899 -0.3205 0.491
H -1.8022 -3.0817 -0.8280 0.488
H -1.4688 -1.4525 1.8806 0.490
H -0.8123 -2.6518 2.5445 0.464
H -3.2229 4.4447 -1.9155 0.468
H -3.5727 3.1144 -1.2689 0.454
H -3.8240 0.0605 -0.4360 0.448
H -4.3491 -0.6002 -1.7000 0.486
H 4.5682 -0.0078 -2.8814 0.449
H 3.2969 -0.5785 -2.2746 0.444
H 0.0724 -1.3471 3.5697 0.456
H 1.0563 -0.3722 4.1954 0.478
H -3.8823 0.4751 1.1470 0.460
H -4.0505 -0.9851 1.5337 0.491
H 1.0430 5.0224 0.7164 0.460
H 0.7497 3.5321 0.7687 0.472
H 3.9460 1.4221 -0.2501 0.485
H 3.2796 2.7415 0.1033 0.441
O -0.6202 1.2564 -0.1409 -0.924
O -1.4411 -2.4306 -3.5780 -0.970
O 3.2136 -2.2337 1.1320 -0.928
O 3.8073 -0.2307 -0.4115 -0.891
O -0.9298 -2.7481 -1.0658 -0.963
O -1.2006 -2.3627 1.7111 -0.950
O -2.9893 3.8757 -1.1734 -0.921
O -4.3531 -0.6856 -0.7400 -0.938
O 4.0147 0.0389 -2.0937 -0.884
O 0.6762 -0.6293 3.3479 -0.937
O -3.5148 -0.2061 1.7214 -0.944
O 0.3315 4.3932 0.8802 -0.932
O 3.2993 2.0580 -0.5760 -0.949
```

Calculated values
- frontier orbital gap (eV) = 8.39
- total charge = 0



Sorted by energy, starting with the most stable: version 1, version 2.



Version 1
Formula: H26O13
Source: the OMol25 dataset
Level of theory: ωB97M-V/def2-TZVPD

```
39
Properties=species:S:1:pos:R:3:nbo_charge:R:1
H -0.1894 0.6774 -0.0608 0.466
H 1.0202 -0.1623 0.3267 0.465
H -2.6417 -0.5668 2.0363 0.425
H -1.8100 0.4806 2.5709 0.475
H 0.2202 4.4989 -1.8217 0.478
H -0.0037 4.4055 -0.2133 0.473
H 0.3326 -2.6648 -2.7154 0.457
H -0.1011 -1.7997 -3.7877 0.426
H 1.9724 -1.8980 -2.1176 0.471
H 1.9368 -3.3628 -1.6608 0.441
H 3.7100 -2.3727 4.0787 0.474
H 4.0286 -2.1248 2.5793 0.454
H -0.8376 1.2445 4.5252 0.481
H -2.0978 1.9892 4.0658 0.486
H 4.5622 1.7150 0.4573 0.469
H 4.8150 3.1769 0.0909 0.466
H 3.0914 -3.7741 2.2968 0.447
H 2.0351 -3.2797 1.5546 0.440
H -3.3153 -1.0289 -0.0199 0.437
H -3.3587 -1.8843 1.0726 0.468
H -2.0303 -0.1477 -1.8944 0.454
H -1.4668 1.2580 -2.4497 0.491
H -5.0504 0.0880 -0.1543 0.479
H -3.8363 0.5584 -0.6962 0.417
H -0.0148 2.2844 -2.9693 0.465
H -0.5923 1.7750 -4.3284 0.491
O 0.7701 0.6518 -0.0227 -0.931
O -2.4098 -0.1330 2.8920 -0.931
O -0.0196 5.0227 -0.9657 -0.950
O 0.6537 -2.4439 -3.5813 -0.903
O 2.0330 -2.8605 -2.4686 -0.892
O 3.3745 -2.0033 3.2785 -0.924
O -1.3047 1.4712 3.7281 -0.945
O 4.6766 2.3528 -0.2836 -0.935
O 2.1465 -3.6559 2.3717 -0.891
O -3.9659 -1.2626 0.5833 -0.901
O -1.3713 0.3167 -2.5435 -0.956
O -4.4140 0.8539 -0.0642 -0.892
O -0.5476 2.6051 -3.6895 -0.944
```

Calculated values
- frontier orbital gap (eV) = 8.75
- total charge = 0



Version 2
Formula: H26O13
Source: the OMol25 dataset
Level of theory: ωB97M-V/def2-TZVPD

```
39
Properties=species:S:1:pos:R:3:nbo_charge:R:1
O 1.5083 -3.0597 -1.8473 -0.953
H 1.5373 -3.2767 -2.7283 0.465
H 1.2503 -2.1587 -1.7583 0.484
O 1.1473 2.2613 -1.0873 -0.966
H 1.0613 2.8733 -1.7873 0.490
H 1.2223 2.7553 -0.2893 0.478
O 1.1353 -0.0047 3.1657 -0.980
H 0.8883 0.1163 2.2137 0.494
H 2.0983 -0.0537 3.2177 0.487
O -1.7977 -2.1287 2.3687 -0.970
H -1.9857 -1.3077 2.8337 0.490
H -1.7767 -2.9247 2.9007 0.481
O -0.0687 0.1703 0.5567 -0.977
H 0.5153 0.2483 -0.1693 0.497
H -0.5047 -0.6537 0.4337 0.519
O -1.6507 2.3243 0.5347 -0.991
H -1.1837 2.9713 1.1337 0.489
H -0.9787 1.6473 0.4317 0.482
O -1.5547 1.0633 -2.5943 -0.930
H -1.5547 0.9933 -1.6763 0.464
H -2.4647 0.9413 -2.8433 0.465
O -3.5137 0.2683 0.2187 -0.967
H -2.7067 0.7893 0.2237 0.486
H -4.2667 0.8593 0.0977 0.471
O -1.4307 -1.7087 -1.5083 -0.938
H -2.2277 -1.5857 -1.9283 0.471
H -1.3857 -2.6277 -1.4983 0.469
O 1.8073 1.0253 -3.5533 -0.960
H 1.4093 0.7353 -2.7183 0.495
H 2.3943 1.7683 -3.4103 0.462
O -0.5657 2.1223 3.5687 -0.968
H -1.0017 1.8133 4.3167 0.466
H 0.0013 1.4483 3.2567 0.485
O 2.5713 -2.0537 1.3827 -0.932
H 2.1663 -1.6857 0.6507 0.461
H 2.0453 -2.8267 1.3527 0.467
O 2.2703 -0.5977 -1.1523 -0.959
H 2.6123 0.0783 -0.5753 0.481
H 2.9793 -0.6177 -1.7333 0.491
```

Calculated values
- frontier orbital gap (eV) = 10.75
- total charge = 0



Version 3
Formula: H26O13
Source: the OMol25 dataset
Level of theory: ωB97M-V/def2-TZVPD

```
39
Properties=species:S:1:pos:R:3:nbo_charge:R:1
O 1.1046 -2.3219 1.6406 -1.004
H 0.1861 -2.3848 1.2823 0.470
H 1.0933 -1.4230 1.9130 0.471
O -0.3116 -0.9925 -2.7156 -0.956
H -1.0027 -0.7924 -3.3833 0.480
H 0.3801 -0.3855 -3.0134 0.505
O -3.1963 0.6652 -2.1514 -0.946
H -3.5294 0.7904 -3.0812 0.471
H -2.4307 1.2323 -2.2408 0.477
O -3.4273 -0.2785 0.6971 -0.962
H -4.1827 0.3381 0.5078 0.474
H -3.1627 -0.5940 -0.1432 0.483
O -2.6478 -2.1633 -1.4755 -0.948
H -1.7941 -1.8849 -1.8069 0.473
H -3.2855 -1.6753 -2.0105 0.477
O -0.3714 0.0763 -0.2257 -1.004
H -0.5532 -0.3865 -1.0517 0.478
H 0.5797 0.2015 -0.2343 0.496
O 2.4475 -0.3121 -0.9106 -0.958
H 2.2724 -1.2597 -0.9208 0.485
H 3.2529 -0.3305 -1.4183 0.478
O 2.4407 2.0837 1.2174 -0.968
H 3.2487 1.8202 1.6388 0.485
H 1.7370 1.6894 1.7402 0.492
O 3.7677 -0.8471 1.7244 -0.921
H 4.3656 -0.1346 1.4624 0.440
H 2.9736 -0.5056 1.3412 0.479
O 1.8919 2.6222 -1.3488 -0.994
H 1.1448 3.2372 -1.4618 0.457
H 2.0725 2.4690 -0.3827 0.504
O 0.8411 0.1491 2.4876 -0.967
H 0.2664 0.8320 2.1716 0.487
H 0.8016 0.4147 3.4029 0.477
O -1.4776 -2.3774 1.1724 -0.907
H -1.7970 -1.5278 1.0896 0.486
H -1.2167 -2.5980 0.2571 0.462
O -0.7804 1.9635 1.7043 -0.960
H -0.3692 2.8341 1.6027 0.482
H -1.3319 1.7565 0.9233 0.524
```

Calculated values
- frontier orbital gap (eV) = 8.71
- total charge = 0



Sorted by energy, starting with the most stable: version 3, version 2, version 1.